1.
DFT (wB97M-V/def2-TZVPD) results for a molecular structure, C45H55BN7O4Tl.

As for the strongest force on any atom: 0.0021 hartree/bohr. As for the multiplicity: 1. Its charge is 0.

The geometry in XYZ format:
```
113
Properties=species:S:1:pos:R:3:forces:R:3:lowdin_charge:R:1
Tl -1.00734 -0.38612 1.99819 0.0215 -0.0014 -0.0169 0.887
C 1.98281 -5.45366 2.46090 -0.0065 -0.0052 0.0049 -0.018
C 1.08874 -4.37642 2.97946 0.0301 0.0035 -0.0012 -0.259
C 0.43934 -4.31797 4.19672 0.0127 0.0100 0.0111 0.031
C -0.25418 -3.10054 4.19018 0.0263 -0.0018 0.0047 -0.253
N -0.03721 -2.47166 3.03808 -0.0355 -0.0336 0.0050 0.021
N 0.78724 -3.25339 2.29874 -0.0169 0.0214 -0.0002 0.035
B 1.27805 -2.86383 0.88861 0.0420 -0.0143 -0.0438 -0.529
N 0.12534 -2.84212 -0.14313 0.0063 0.0195 0.0219 0.028
N -0.91970 -1.97066 -0.08609 -0.0193 0.0198 -0.0112 0.040
C -1.65870 -2.17892 -1.17531 0.0132 0.0218 -0.0299 -0.260
C -1.08117 -3.19660 -1.95088 -0.0131 -0.0406 0.0243 0.021
C 0.04179 -3.59443 -1.25986 -0.0017 0.0065 -0.0012 -0.276
C 1.01555 -4.66507 -1.62890 0.0268 0.0164 -0.0155 -0.017
C -2.91109 -1.41593 -1.53953 0.0069 0.0124 0.0125 -0.534
C -3.28892 -0.37351 -0.49340 0.0092 -0.0052 0.0031 -0.091
C -2.67008 -0.71030 -2.88171 -0.0166 0.0013 0.0134 -0.025
C -4.06765 -2.41196 -1.69497 -0.0138 -0.0024 0.0134 -0.039
N 2.05932 -1.52771 0.89091 -0.0265 0.0188 -0.0039 0.040
N 1.55375 -0.35490 1.35924 -0.0163 0.0024 -0.0142 0.058
C 2.50497 0.56328 1.21156 0.0069 0.0004 0.0267 -0.254
C 3.64242 -0.01807 0.63028 0.0082 -0.0117 0.0229 0.022
C 3.32086 -1.34356 0.44626 0.0041 -0.0126 0.0094 -0.265
C 4.17555 -2.42246 -0.13070 -0.0022 0.0158 -0.0251 -0.013
C 2.38863 2.00141 1.67345 0.0079 -0.0342 -0.0247 -0.458
C 1.17824 2.21900 2.57537 0.0096 0.0222 0.0058 -0.059
C 3.64327 2.31020 2.50991 0.0020 0.0057 -0.0112 -0.039
C 2.43045 2.96773 0.46393 -0.0252 -0.0261 0.0166 -0.077
C -1.12017 -2.50877 5.27972 -0.0181 0.0041 -0.0027 -0.551
C -2.57254 -2.40471 4.79799 0.0025 0.0001 -0.0012 -0.047
C -0.59833 -1.12083 5.66998 0.0108 -0.0043 0.0016 -0.048
C -1.07889 -3.41062 6.51465 -0.0064 -0.0037 -0.0059 -0.063
H 2.07232 -6.23628 3.21232 0.0017 -0.0006 0.0000 0.081
H 2.98076 -5.07524 2.23853 0.0002 -0.0021 -0.0010 0.079
H 1.58720 -5.90117 1.54866 0.0015 0.0032 -0.0021 0.074
H 0.48156 -5.05591 4.97889 -0.0034 -0.0030 -0.0020 0.107
H 2.03960 -3.70905 0.53167 -0.0121 -0.0040 0.0164 0.103
H -1.43931 -3.60452 -2.88145 -0.0036 0.0061 -0.0008 0.114
H 0.66921 -5.16657 -2.53121 0.0006 0.0007 -0.0014 0.084
H 1.11682 -5.40846 -0.83910 -0.0176 -0.0106 0.0013 0.074
H 2.01102 -4.26161 -1.82184 -0.0034 0.0024 0.0087 0.067
H -2.54567 0.42477 -0.43698 0.0101 -0.0046 0.0052 0.039
H -3.41115 -0.82559 0.49318 -0.0331 -0.0157 -0.0151 0.041
H -4.23314 0.09787 -0.76999 0.0117 0.0281 -0.0102 0.094
H -1.85107 0.00544 -2.79500 0.0061 -0.0003 -0.0073 0.072
H -3.56440 -0.16140 -3.18378 -0.0072 -0.0015 -0.0027 0.090
H -2.42116 -1.42890 -3.66437 -0.0008 0.0113 -0.0077 0.086
H -4.26318 -2.93189 -0.75517 0.0024 0.0007 0.0010 0.091
H -3.84893 -3.16134 -2.45694 0.0125 -0.0021 0.0034 0.079
H -4.97559 -1.88282 -1.99157 -0.0031 0.0000 0.0044 0.087
H 4.58191 0.45027 0.38770 -0.0049 0.0027 -0.0056 0.117
H 5.16263 -2.01631 -0.34660 -0.0015 -0.0007 -0.0042 0.084
H 3.75664 -2.80473 -1.06256 -0.0030 -0.0127 -0.0008 0.066
H 4.28838 -3.26240 0.55424 0.0044 0.0043 0.0054 0.077
H 1.23159 1.54932 3.43677 -0.0003 0.0040 0.0072 0.087
H 0.23378 2.05107 2.06675 0.0068 -0.0284 0.0051 -0.012
H 1.15792 3.25011 2.93508 0.0054 -0.0010 0.0051 0.102
H 3.73526 1.60134 3.33384 -0.0035 0.0016 0.0016 0.096
H 3.57501 3.31836 2.92390 0.0061 0.0002 0.0023 0.089
H 4.55171 2.24950 1.90899 -0.0008 0.0005 -0.0018 0.081
H 1.53282 3.78262 -1.27834 0.0213 -0.0053 0.0168 0.146
H 3.27048 2.65239 -0.15837 0.0165 0.0152 -0.0261 0.112
H 2.69003 3.95621 0.85105 -0.0103 -0.0023 -0.0136 0.117
H -2.66370 -1.74095 3.93689 -0.0013 0.0004 0.0000 0.025
H -3.20665 -2.00814 5.59415 -0.0002 -0.0017 -0.0015 0.088
H -2.95447 -3.38507 4.50817 -0.0020 0.0005 0.0008 0.093
H -0.64160 -0.42209 4.83357 -0.0033 -0.0010 -0.0027 0.022
H 0.43883 -1.17796 6.00498 0.0003 0.0005 0.0002 0.094
H -1.20163 -0.70751 6.48134 0.0000 -0.0012 0.0006 0.089
H -1.47100 -4.40462 6.29258 0.0036 -0.0016 -0.0017 0.086
H -1.69080 -2.97749 7.30773 0.0002 -0.0007 0.0010 0.086
H -0.06050 -3.51819 6.89185 0.0000 0.0016 0.0033 0.088
O -0.55666 2.17313 -1.80247 -0.0623 -0.0899 0.0083 0.011
C -0.50556 2.49329 -3.05655 -0.0319 0.0467 -0.0349 -0.030
C -1.61756 2.81554 -3.79030 0.0076 0.0241 0.0326 -0.089
C -1.40715 3.09817 -5.17494 0.0107 -0.0006 -0.0111 0.055
C -2.45254 3.39309 -5.97139 -0.0009 -0.0155 -0.0018 -0.149
C -3.79693 3.43514 -5.46829 -0.0025 0.0095 -0.0043 0.006
C -4.04559 3.18064 -4.17176 0.0079 0.0345 0.0116 0.012
C -2.98245 2.85402 -3.21580 -0.0019 -0.0827 -0.0499 -0.361
O -3.22514 2.61411 -2.04067 0.0188 0.0207 0.0210 0.060
N -2.21585 3.67047 -7.38349 -0.0014 0.0554 -0.0070 -0.363
O -3.18435 3.92934 -8.07461 0.0070 -0.0216 0.0118 0.069
O -1.07014 3.63500 -7.79459 -0.0061 -0.0183 0.0069 0.062
H 0.46928 2.47642 -3.54332 -0.0199 0.0054 0.0040 0.148
H -0.40849 3.06893 -5.59164 0.0019 0.0011 -0.0003 0.132
H -4.59180 3.67704 -6.15917 -0.0010 -0.0061 -0.0020 0.117
H -5.05099 3.21035 -3.77352 -0.0003 -0.0035 -0.0005 0.117
C 3.21041 -0.47978 -3.59115 -0.0006 -0.0043 -0.0093 -0.070
C 2.11872 -1.04595 -2.94800 0.0093 -0.0151 0.0132 -0.053
C 1.33267 -0.27629 -2.10574 0.0241 -0.0033 0.0146 -0.002
C 1.61935 1.07106 -1.90704 0.0318 -0.0093 0.0004 -0.180
C 2.69999 1.63883 -2.57553 0.0024 -0.0170 0.0454 -0.044
C 3.49909 0.86444 -3.40479 0.0023 -0.0028 -0.0066 -0.065
C 0.66899 1.86480 -1.04665 -0.0346 0.0793 0.0376 -0.175
C 1.18814 3.16527 -0.43773 -0.0257 -0.0375 -0.0246 -0.180
C 0.11099 3.99796 0.25393 0.0276 0.0336 -0.0483 -0.182
C 0.43388 5.31520 0.57469 -0.0257 0.0235 0.0037 -0.044
C -0.46143 6.13511 1.24233 0.0004 -0.0042 0.0021 -0.080
C -1.71236 5.64965 1.59703 0.0056 0.0013 -0.0029 -0.086
C -2.05573 4.35022 1.26048 -0.0033 -0.0064 -0.0086 -0.056
C -1.15547 3.53352 0.59009 -0.0302 0.0320 0.0103 -0.047
H 3.82982 -1.08110 -4.24436 0.0010 -0.0004 0.0020 0.105
H 1.87222 -2.08954 -3.09882 0.0036 -0.0036 -0.0006 0.101
H 0.48834 -0.72391 -1.59506 -0.0124 0.0157 -0.0031 0.102
H 2.93072 2.68961 -2.45353 0.0174 0.0111 0.0131 0.114
H 4.34220 1.31464 -3.91262 -0.0003 0.0017 0.0003 0.106
H 0.28106 1.20959 -0.26662 0.0468 -0.0149 -0.0001 0.119
H 1.40376 5.71146 0.29297 0.0047 -0.0050 0.0039 0.115
H -0.18421 7.15443 1.47889 -0.0008 0.0002 0.0023 0.102
H -2.41733 6.28506 2.11700 -0.0034 -0.0015 -0.0009 0.101
H -3.03648 3.96300 1.50470 -0.0025 0.0062 0.0015 0.111
H -1.47733 2.53808 0.31879 0.0119 -0.0261 0.0006 0.087
```
Positions in Å, forces in eV/Å.

***

2.
DFT (wB97M-V/def2-TZVPD) results for a single C20H18N4O6S molecule at a distorted geometry.

Its structure (SMILES) is CN(CC(=O)O/N=C(\N)c1ccc([N+](=O)[O-])cc1)S(=O)(=O)c1ccc2ccccc2c1. As for the strongest force on any atom: 0.0321 hartree/bohr. As for the multiplicity: 1. For the energy above the lowest of the compared OMol25 structures with the same formula, charge and spin, the calculation gives 0.6568 eV. Its charge is 0.

The geometry in XYZ format:
```
49
Properties=species:S:1:pos:R:3:forces:R:3:lowdin_charge:R:1
C -5.68978 -0.25315 0.39799 -0.3646 -0.2948 -0.1742 -0.080
N -4.30108 0.15385 0.40581 0.6845 -0.2564 -0.8317 -0.276
C -4.03607 1.45244 0.99918 0.4588 0.3869 0.0248 -0.095
C -2.60416 1.41730 1.52953 -0.2042 -0.0208 0.8556 -0.504
O -2.26725 0.94857 2.57806 -0.0790 0.1067 -0.0701 0.132
O -1.81289 1.91898 0.58756 0.9910 0.5459 -1.2026 -0.021
N -0.41587 1.75991 0.78666 0.0620 -0.2973 1.1303 0.159
C 0.24814 1.80084 -0.31434 -0.9462 0.2940 -0.0057 -0.357
N -0.28571 2.05731 -1.52728 -0.1788 0.1882 -0.3044 0.191
C 1.69339 1.54576 -0.18035 0.5442 -0.0830 0.1225 -0.136
C 2.59543 1.85959 -1.19671 -0.2265 -0.0292 0.2204 -0.011
C 3.92597 1.51227 -1.07781 0.3620 -0.1413 0.1037 0.013
C 4.35720 0.84966 0.06417 -1.2932 0.4452 -0.1002 -0.157
N 5.73259 0.43087 0.16220 0.4523 -0.1240 -0.0117 -0.360
O 6.04953 -0.23421 1.12481 0.1414 -0.1850 0.2530 0.082
O 6.48545 0.75679 -0.73061 0.2424 0.0530 -0.1890 0.083
C 3.48000 0.57142 1.10697 0.3618 0.0529 -0.0993 0.014
C 2.15392 0.92176 0.98143 -0.0427 0.1842 -0.2265 0.001
S -3.40594 -0.21001 -0.97296 0.0681 -0.2005 -0.0625 0.710
O -4.11828 -1.20804 -1.71348 -0.1815 -0.1481 0.1952 -0.271
O -3.03539 0.99250 -1.68262 -0.2209 -0.1172 0.1692 -0.294
C -1.90207 -0.95070 -0.34083 -0.3565 0.3172 -0.2419 -0.252
C -1.84458 -1.50295 0.94276 0.1275 -0.2617 0.3175 -0.052
C -0.65952 -2.01147 1.39875 -0.2240 0.0648 -0.0952 0.006
C 0.49775 -1.99811 0.59024 -0.0840 0.0930 -0.2723 -0.160
C 1.73977 -2.48658 1.04828 0.2248 -0.0852 -0.0490 -0.029
C 2.84202 -2.46425 0.24004 -0.1695 -0.1515 0.2786 -0.077
C 2.75364 -1.96095 -1.06794 -0.1438 0.1177 -0.2895 -0.074
C 1.56617 -1.48095 -1.54393 0.2200 -0.0801 -0.0422 -0.028
C 0.41354 -1.48137 -0.73041 -0.2021 -0.1523 0.3062 -0.158
C -0.82067 -0.96267 -1.17333 -0.1443 0.0105 -0.1324 -0.018
H -5.99926 -0.49419 1.41570 0.0236 0.0272 -0.0242 0.097
H -5.76216 -1.13911 -0.22706 -0.2421 -0.0031 0.1126 0.078
H -6.34376 0.52425 -0.00945 0.0033 -0.0195 0.0098 0.098
H -4.13982 2.25841 0.26245 -0.1041 -0.0475 0.1705 0.132
H -4.72235 1.60094 1.83391 0.1186 -0.0824 -0.0753 0.141
H 0.25040 1.86713 -2.35533 0.0056 -0.0445 0.0847 0.100
H -1.29535 1.98174 -1.61367 0.1447 0.0003 -0.0088 0.074
H 2.27001 2.38923 -2.07892 -0.0236 0.0391 -0.0969 0.113
H 4.63772 1.73583 -1.85801 -0.0009 0.0108 -0.0148 0.122
H 3.85167 0.07747 1.99120 -0.0221 -0.0382 0.0182 0.126
H 1.44307 0.71470 1.76367 -0.0368 -0.0888 0.1017 0.122
H -2.73037 -1.50237 1.55617 -0.0156 0.0070 0.1409 0.116
H -0.59373 -2.42352 2.39419 -0.0170 -0.0326 0.1196 0.122
H 1.80364 -2.87810 2.05257 0.0216 -0.0485 0.1255 0.117
H 3.78983 -2.83553 0.59965 0.0847 -0.0363 0.0730 0.111
H 3.63247 -1.95935 -1.69557 0.0661 0.0200 -0.0793 0.111
H 1.49107 -1.09771 -2.55133 0.0113 0.0527 -0.1220 0.119
H -0.91832 -0.56426 -2.17197 0.1036 0.0527 -0.1118 0.124
```
Positions in Å, forces in eV/Å.

***

no.,orbital gap (eV),E_tot (Ha)
1,7.837,-2629.40264
2,7.876,-1841.47233